The following is a DFT calculation (ωB97M-V/def2-TZVPD) of an isolated molecule of C7H7NO at a distorted geometry.

The geometry in XYZ format:
```
16
Properties=species:S:1:pos:R:3:mulliken_charge:R:1
C -2.119 -0.198 0.458 -0.08
C 1.773 -0.588 0.394 -0.43
C 0.886 -1.446 -0.481 -0.21
C 1.377 0.584 0.912 -0.34
C -0.253 -0.923 -0.881 -0.85
C 0.039 1.143 0.659 -0.94
C -0.748 0.372 -0.424 1.29
N -2.991 -0.602 1.062 -0.42
O -1.072 1.323 -1.422 -0.56
H 2.773 -0.872 0.557 0.41
H 1.111 -2.515 -0.825 0.29
H 2.083 1.131 1.530 0.37
H -0.883 -1.502 -1.514 0.39
H -0.622 1.067 1.611 0.33
H 0.100 2.273 0.531 0.34
H -1.455 0.751 -2.167 0.40
```

The LUMO energy is 0.239 eV. Its orbital gap is 0.34594 Eh. The strongest force on any atom comes out at 0.09405 Eh/bohr. As for the multiplicity: 1.



The following is a DFT calculation (ωB97M-V/def2-TZVPD) of a structure of composition C28H23CdN5O9S3Sb at a distorted geometry.

The geometry in XYZ format:
```
70
Properties=species:S:1:pos:R:3:mulliken_charge:R:1
Cd 1.195 1.985 -0.519 2.07
C 2.145 6.443 -1.158 -1.77
C 2.025 5.195 -0.316 0.96
O 2.082 4.104 -0.928 -0.80
C 1.908 5.285 1.104 0.64
C 1.983 6.519 1.781 -0.82
C 1.827 6.601 3.137 -0.72
C 1.565 5.442 3.883 -0.40
C 1.511 4.225 3.274 -0.58
C 1.705 4.081 1.867 0.18
O 1.722 2.916 1.359 -0.92
H 2.112 6.150 -2.205 0.34
H 3.114 6.904 -0.967 0.39
H 1.350 7.155 -0.950 0.45
H 2.189 7.412 1.208 0.35
H 1.912 7.558 3.633 0.36
H 1.414 5.517 4.953 0.36
H 1.363 3.316 3.842 0.38
S 5.263 3.896 -1.920 -0.63
Sb 4.231 2.854 -0.179 0.90
S 5.085 3.432 1.849 -0.62
S 3.345 0.725 -0.522 -0.58
O -0.959 2.516 -0.873 -0.83
C -0.773 2.076 -2.029 1.11
O 0.345 1.683 -2.433 -0.86
C -1.919 1.956 -2.992 0.63
C -3.066 1.275 -2.612 -0.84
C -4.086 1.055 -3.559 -0.30
C -3.963 1.546 -4.851 -0.25
C -2.831 2.267 -5.201 0.01
C -1.786 2.454 -4.280 -0.83
N -2.728 2.799 -6.503 1.00
O -1.748 3.499 -6.778 -0.66
O -3.627 2.559 -7.323 -0.66
N -5.231 0.313 -3.211 0.94
O -5.280 -0.201 -2.081 -0.79
O -6.146 0.189 -4.042 -0.79
H -3.183 0.899 -1.609 0.58
H -4.739 1.364 -5.579 0.57
H -0.897 2.980 -4.585 0.53
C 0.766 -8.941 4.018 -1.36
C 0.634 -7.968 2.881 0.76
C 0.815 -6.604 3.067 -0.82
C 0.715 -5.708 2.019 -0.19
C 0.409 -6.157 0.732 0.35
N 0.300 -5.320 -0.374 -0.09
C 0.194 -3.937 -0.461 0.20
O 0.554 -3.361 -1.459 -0.64
N -0.404 -3.363 0.634 -0.13
C -0.518 -2.009 0.938 0.15
C -1.425 -1.620 1.927 -0.54
C -1.458 -0.296 2.321 -0.98
C -0.590 0.601 1.720 -0.39
N 0.234 0.241 0.742 0.06
C 0.277 -1.021 0.354 -0.02
C 0.252 -7.534 0.539 -0.52
C 0.368 -8.417 1.590 -0.73
H 0.838 -8.421 4.972 0.34
H 1.665 -9.547 3.887 0.30
H -0.090 -9.617 4.047 0.33
H 1.054 -6.234 4.055 0.30
H 0.918 -4.663 2.200 0.56
H 0.500 -5.742 -1.272 0.28
H -0.924 -3.987 1.236 0.36
H -2.093 -2.342 2.378 0.37
H -2.150 0.030 3.084 0.40
H -0.547 1.639 2.022 0.33
H 0.969 -1.268 -0.441 0.48
H 0.044 -7.903 -0.454 0.36
H 0.262 -9.478 1.412 0.36
```

The LUMO energy (spin up / spin down) is 3.035 / 3.035 eV. Its expectation value of S² is 0.781. Its orbital gap (spin up / spin down) is 0.12107 / 0.23419 Eh. The strongest force on any atom comes out at 0.03539 Eh/bohr. As for the charge: -2. As for the multiplicity: 2.



The following is a DFT calculation (ωB97M-V/def2-TZVPD) of an isolated molecule of C7H9NO2 at a distorted geometry.

The geometry in XYZ format:
```
19
Properties=species:S:1:pos:R:3:mulliken_charge:R:1
C 1.825 -0.392 1.100 -1.04
C 1.273 0.938 -0.882 0.03
C 0.452 1.244 -1.932 -0.75
C -0.970 0.984 -1.857 0.49
C -1.361 0.225 -0.709 0.49
C -0.496 -0.288 0.205 0.62
C -0.808 -1.194 1.347 -1.77
H 1.627 -0.036 2.158 0.31
H 1.858 -1.479 1.145 0.33
H 2.817 -0.040 0.898 0.34
H 2.347 1.153 -0.862 0.26
H 0.801 1.893 -2.718 0.38
H -2.940 -0.157 0.360 0.30
H -1.715 -1.710 1.064 0.47
H -0.086 -1.970 1.588 0.39
H -1.028 -0.570 2.261 0.32
N 0.867 0.132 0.150 0.10
O -1.776 1.329 -2.721 -0.67
O -2.687 -0.063 -0.597 -0.61
```

The LUMO energy is 0.431 eV. Its orbital gap is 0.31124 Eh. The strongest force on any atom comes out at 0.05483 Eh/bohr. As for the multiplicity: 1.



The following is a DFT calculation (ωB97M-V/def2-TZVPD) of a cluster of 6 separate species, C18H31O4S3 in total at a distorted geometry.

The geometry in XYZ format:
```
56
Properties=species:S:1:pos:R:3:mulliken_charge:R:1
O 1.523 -0.521 0.819 -0.77
H 0.810 -0.428 0.311 -0.04
C -2.016 -1.507 1.883 -0.95
S -3.118 -2.447 2.970 0.44
O -2.646 -2.106 4.383 -0.62
C -4.584 -1.464 2.646 -0.98
H -1.041 -1.891 1.729 0.49
H -1.762 -0.614 2.345 0.35
H -2.521 -1.502 0.879 0.31
H -4.864 -1.698 1.570 0.33
H -4.574 -0.332 2.495 0.29
H -5.218 -1.612 3.427 0.39
C 1.133 2.789 0.345 -0.54
S 1.709 2.182 1.973 0.74
O 2.434 3.396 2.547 -0.78
C 0.147 2.360 2.844 -0.84
H 0.288 2.141 0.277 -0.24
H 1.708 2.346 -0.416 0.25
H 1.084 3.881 0.196 0.41
H -0.664 1.723 2.395 0.02
H -0.137 3.361 2.726 0.54
H 0.439 2.220 3.993 0.25
C 0.770 -1.479 4.204 -1.06
S 2.333 -1.103 3.561 0.64
O 3.083 -0.175 4.537 -0.70
C 2.915 -2.855 3.706 -1.09
H 0.078 -1.705 3.238 -0.02
H 0.441 -0.517 4.438 0.26
H 0.709 -1.976 4.997 0.85
H 2.901 -3.127 4.691 0.41
H 3.964 -2.899 3.273 0.29
H 2.305 -3.533 3.047 0.29
C -1.808 1.151 -1.377 -0.07
C -2.333 2.088 -2.506 -0.86
C -2.698 1.283 -3.680 -0.49
C -2.306 -0.060 -3.938 -0.40
C -1.726 -0.821 -2.906 -0.55
C -1.350 -0.165 -1.568 -0.23
H -1.608 1.833 -0.493 0.35
H -2.717 2.993 -2.312 0.61
H -3.011 1.748 -4.631 0.28
H -2.539 -0.550 -4.785 0.58
H -1.688 -2.142 -2.892 0.14
H -0.967 -0.636 -0.766 0.69
C 1.213 1.104 -4.597 -0.46
C 1.636 0.712 -3.135 0.57
C 2.633 -0.159 -2.906 -0.09
C 3.334 -0.816 -3.940 -0.59
C 3.120 -0.440 -5.227 -0.52
C 1.946 0.473 -5.594 -0.50
H 0.384 1.843 -4.617 0.35
H 0.844 1.153 -2.380 -0.18
H 2.660 -0.299 -1.799 0.32
H 4.134 -1.411 -3.559 0.39
H 3.814 -0.593 -5.982 0.40
H 1.409 0.797 -6.462 0.33
```

The LUMO energy is 2.329 eV. Its orbital gap is 0.22664 Eh. The strongest force on any atom comes out at 0.19563 Eh/bohr. As for the charge: -1. As for the multiplicity: 1.